[1]
A molecular structure, C21H33N3O4S, computed with ωB97M-V/def2-TZVPD.

Structure (XYZ):
```
62
Properties=species:S:1:pos:R:3:forces:R:3
C 2.666 4.135 1.226 0.601 -1.132 -7.997
H 2.561 4.306 2.190 -1.230 0.783 4.392
H 3.268 3.261 1.034 0.060 -0.774 0.570
H 3.347 4.877 0.760 -0.608 0.335 0.412
C 1.339 3.976 0.191 -0.902 4.942 9.571
C 0.468 5.337 0.698 0.455 1.249 -2.243
H 0.209 5.360 1.875 0.739 0.079 -3.037
H 1.075 6.326 0.241 -1.206 -2.373 1.937
H -0.472 5.461 0.005 1.189 -0.616 1.702
C 1.609 4.016 -1.175 -4.044 9.630 0.745
C 2.199 2.967 -1.589 7.202 -13.225 -3.540
N 1.379 1.692 -1.372 5.677 -2.971 4.936
C 1.858 0.570 -0.385 3.609 9.506 0.607
O 2.931 0.899 0.334 -4.914 -2.777 -3.471
C 0.768 -0.258 -0.034 -4.284 -0.601 4.452
C -0.563 0.216 0.485 5.936 2.545 -3.707
C -1.434 -0.727 0.948 -3.090 7.496 -2.019
C -1.219 -1.933 1.298 13.558 2.949 -6.558
C 0.173 -2.283 0.882 -12.046 -12.230 8.379
C 1.044 -1.555 0.472 9.038 6.177 -8.696
N 2.243 -2.143 -0.044 -0.844 -1.836 6.118
C 2.715 -3.201 0.875 6.433 -1.380 -10.236
H 2.310 -3.351 1.718 -3.849 -0.958 5.908
C 4.253 -2.974 1.194 -0.964 -2.830 -5.926
O 5.038 -2.560 -0.391 5.927 -14.683 11.522
C 4.594 -1.565 -0.794 -9.607 10.064 -2.495
C 3.052 -2.002 -1.149 0.772 14.323 2.369
H 2.666 -0.779 -1.674 0.678 -3.935 0.747
H 2.901 -2.711 -1.725 -0.654 -6.776 -6.130
H 5.145 -1.467 -1.610 1.815 2.097 -4.884
H 4.593 -0.602 -0.175 -0.145 -0.894 -0.491
H 4.752 -3.932 1.333 0.171 0.565 0.597
H 4.415 -2.141 1.744 0.955 2.416 1.839
H 2.727 -4.318 0.063 -0.157 2.802 2.858
H 0.235 -3.492 1.176 0.757 3.348 -1.201
H -1.906 -2.283 1.712 -10.023 -7.403 6.416
S -3.079 0.113 0.983 -1.142 0.972 15.971
O -2.984 1.552 1.527 0.885 -3.052 -4.013
O -3.757 -0.584 2.227 2.131 0.261 -4.234
N -4.100 -0.058 -0.129 -2.545 -5.236 -2.186
C -3.593 0.507 -1.241 -6.570 9.203 0.480
C -2.857 -0.081 -2.105 11.406 -8.149 -12.482
C -3.390 -1.571 -2.652 1.138 3.029 4.011
C -3.574 -2.456 -1.367 6.692 12.879 3.036
C -4.560 -1.465 -0.539 14.236 -3.398 10.013
H -4.394 -2.067 0.496 -1.728 1.709 -1.884
H -5.369 -1.568 -0.879 -12.058 -0.348 -4.686
H -2.436 -2.633 -0.858 -3.491 0.415 -1.354
H -3.948 -3.191 -1.719 -5.186 -9.938 -3.058
H -2.739 -2.005 -3.287 2.729 -1.082 -2.067
H -4.214 -1.356 -3.258 -2.083 -0.034 -0.342
H -1.721 -0.235 -1.913 -1.798 -0.132 0.709
H -2.392 0.497 -3.352 -2.380 -0.809 3.702
H -3.185 1.443 -0.953 0.317 1.436 0.100
H -4.494 0.728 -1.812 -0.606 0.964 -0.232
H -0.691 1.386 0.420 -0.438 -2.714 0.120
H 0.523 1.487 -1.708 -3.307 -0.226 -1.833
H 2.334 2.795 -2.638 0.659 1.102 -0.928
H 3.254 2.752 -1.095 -2.194 0.164 -0.879
H 2.344 4.889 -1.183 -1.251 -0.418 -1.139
H 0.680 4.078 -1.781 0.182 1.222 0.365
H 0.758 3.285 0.744 -0.598 -1.733 -0.634
```
Forces are in eV/Å.

Results
- HOMO-LUMO gap (eV) = 7.10
- E_LUMO (eV) = -0.80
- HOMO energy (eV) = -7.90
- energy (Eh) = -1682.38260
- energy relative to the best compared isomer or geometry (same formula, charge and spin) (kcal per mole) = 695.3

Quick look at the Löwdin charges, all values in e:
1 C -0.020
2 H 0.008
3 H 0.036
4 H 0.082
5 C -0.358
6 C -0.091
7 H 0.105
8 H 0.109
9 H 0.067
10 C -0.342
11 C -0.267
12 N 0.098
13 C -0.286
14 O -0.033
15 C -0.045
16 C 0.032
17 C -0.310
18 C 0.022
19 C -0.004
20 C -0.242
21 N -0.097
22 C -0.119
23 H 0.019
24 C 0.104
25 O -0.055
26 C -0.433
27 C -0.075
28 H 0.207
29 H 0.029
30 H 0.089
31 H 0.134
32 H 0.107
33 H 0.071
34 H 0.213
35 H 0.199
36 H 0.010
37 S 0.796
38 O -0.311
39 O -0.383
40 N -0.196
41 C -0.451
42 C -0.222
43 C -0.131
44 C -0.069
45 C -0.033
46 H 0.162
47 H 0.004
48 H 0.179
49 H -0.015
50 H 0.056
51 H 0.087
52 H 0.106
53 H 0.230
54 H 0.132
55 H 0.166
56 H 0.159
57 H 0.047
58 H 0.120
59 H 0.173
60 H 0.174
61 H 0.162
62 H 0.093

=====

[2]
A molecular structure, CH2Br3NO2S, computed with ωB97M-V/def2-TZVPD.

Structure (XYZ):
```
10
Properties=species:S:1:pos:R:3:forces:R:3
C -2.808 0.357 -0.308 -1.329 -1.930 2.064
N -0.049 0.060 0.186 -2.920 -0.355 -0.261
O -1.773 0.166 2.028 0.216 0.623 -0.110
O -1.641 -1.877 0.705 -0.159 0.097 -1.250
S -1.604 -0.452 0.751 2.426 0.016 2.154
Br -4.561 -0.840 1.088 0.960 1.193 -1.355
Br -2.906 -0.406 -1.932 -0.197 -0.387 -1.635
Br -3.035 2.147 -0.085 -0.048 0.671 0.026
H 0.318 0.572 0.971 0.661 -0.142 0.023
H 0.423 -0.755 -0.184 0.389 0.214 0.344
```
Forces are in eV/Å.

Results
- HOMO-LUMO gap (eV) = 7.69
- E_LUMO (eV) = -2.33
- HOMO energy (eV) = -10.02
- energy (Eh) = -8364.67516
- energy relative to the best compared isomer or geometry (same formula, charge and spin) (kcal per mole) = 32.3

Quick look at the Löwdin charges, all values in e:
1 C -1.612
2 N -0.048
3 O -0.375
4 O -0.339
5 S 0.315
6 Br 0.309
7 Br 0.810
8 Br 0.816
9 H 0.058
10 H 0.065